No. 1
The following is a quantum chemistry calculation of a 2-piece molecular cluster, C3H10O overall, from the OMol25 dataset.

Structure (XYZ):
```
14
Properties=species:S:1:pos:R:3
C 1.284 1.851 -0.857
O -0.039 1.956 -0.511
H -0.389 2.882 -0.526
H 2.006 2.162 -0.065
H 1.437 0.782 -1.056
H 1.501 2.441 -1.775
C -0.032 -1.526 0.281
C -1.410 -1.445 0.918
H 0.420 -0.522 0.285
H 0.656 -2.233 0.775
H -0.138 -1.923 -0.737
H -1.687 -2.456 1.215
H -2.162 -1.104 0.219
H -1.448 -0.864 1.834
```

The spin multiplicity is 2. Its strongest force on any atom is 0.0389 hartree/bohr. As for the frontier orbital gap (spin up / spin down): 10.64 / 4.02 eV. As for the expectation value of S²: 0.75. The calculation puts the LUMO energy (spin up / spin down) at -0.164 / -0.405 Ha. Its energy above the lowest of the compared OMol25 structures with the same formula, charge and spin is 0.587 eV. As for the charge: +1.

These are the natural (NBO) partial charges, in e, on atoms 1 to 5: C -0.3280; O -0.1614; H 0.5358; H 0.3537; H 0.2738

***

No. 2
The following is a quantum chemistry calculation of a 2-piece molecular cluster, C3H10O overall, from the OMol25 dataset.

Structure (XYZ):
```
14
Properties=species:S:1:pos:R:3
C 2.068 -0.415 -1.964
H 1.385 -1.127 -2.455
H 2.761 -0.840 -1.256
H 2.649 -0.135 -2.887
H 1.556 0.456 -1.430
C -0.956 0.797 1.315
O 0.275 0.572 0.605
C -1.837 -0.561 1.190
H -1.543 1.605 0.955
H -0.773 1.114 2.400
H 0.656 1.313 -0.006
H -2.928 -0.336 0.944
H -1.861 -1.215 2.175
H -1.452 -1.228 0.412
```

The spin multiplicity is 2. Its strongest force on any atom is 0.0494 hartree/bohr. As for the frontier orbital gap (spin up / spin down): 12.03 / 5.76 eV. As for the expectation value of S²: 0.75. The calculation puts the LUMO energy (spin up / spin down) at -0.152 / -0.382 Ha. Its energy above the lowest of the compared OMol25 structures with the same formula, charge and spin is 0.848 eV. As for the charge: +1.

These are the natural (NBO) partial charges, in e, on atoms 1 to 5: C -0.8347; H 0.2367; H 0.2290; H 0.2502; H 0.1314

***

No. 3
The following is a quantum chemistry calculation of a 3-piece molecular cluster, C3H10O2 overall, from the OMol25 dataset.

Structure (XYZ):
```
15
Properties=species:S:1:pos:R:3
C 0.762 1.936 1.400
C 1.622 1.560 0.487
C 1.953 0.125 0.171
H 0.661 2.873 1.974
H 0.262 1.145 1.947
H 2.014 2.382 -0.121
H 1.117 -0.551 0.359
H 2.397 -0.005 -0.807
H 2.459 -0.222 1.079
O -1.819 -1.341 0.821
H -0.882 -1.195 0.625
H -1.951 -2.197 1.252
O -2.710 -1.859 -3.069
H -2.832 -1.273 -3.819
H -3.053 -1.376 -2.299
```

Its strongest force on any atom is 0.0493 hartree/bohr. As for the frontier orbital gap: 10.39 eV. The calculation puts the LUMO energy at 0.028 Ha. Its energy above the lowest of the compared OMol25 structures with the same formula, charge and spin is 1.433 eV.

These are the natural (NBO) partial charges, in e, on atoms 1 to 5: C -0.4090; C -0.1735; C -0.6593; H 0.2094; H 0.1701

***

No. 4
The following is a quantum chemistry calculation of a 2-piece molecular cluster, C3H10O2 overall, from the OMol25 dataset.

Structure (XYZ):
```
15
Properties=species:S:1:pos:R:3
C -2.108 -0.931 -0.945
C -0.741 -0.620 -0.326
C 0.011 0.415 -1.122
O 1.169 0.832 -0.403
H -2.350 -1.987 -0.962
H -2.064 -0.664 -2.012
H -2.922 -0.339 -0.542
H -0.813 -0.295 0.714
H -0.165 -1.547 -0.265
H 0.325 0.016 -2.089
H -0.645 1.254 -1.389
H 1.368 1.754 -0.598
O 1.605 0.121 2.524
H 1.456 0.239 1.576
H 0.829 0.529 2.925
```

Its strongest force on any atom is 0.0221 hartree/bohr. As for the frontier orbital gap: 11.51 eV. The calculation puts the LUMO energy at 0.028 Ha. Its energy above the lowest of the compared OMol25 structures with the same formula, charge and spin is 0.182 eV.

These are the natural (NBO) partial charges, in e, on atoms 1 to 5: C -0.6105; C -0.4279; C -0.0546; O -0.7464; H 0.2173

***

No. 5
The following is a quantum chemistry calculation of a 2-piece molecular cluster, C3H10O2S overall, from the OMol25 dataset.

Structure (XYZ):
```
16
Properties=species:S:1:pos:R:3
C -1.100 -2.222 -1.545
O -0.621 -1.036 -0.925
C 0.184 -1.311 0.212
C 0.453 0.028 0.878
S 1.896 0.775 -0.003
H -1.758 -1.773 -2.308
H -1.704 -2.891 -0.909
H -0.329 -2.824 -2.056
H -0.441 -1.951 0.865
H 1.061 -1.908 -0.105
H -0.358 0.780 0.845
H 0.654 -0.205 1.941
H 1.868 2.012 0.537
O -0.028 3.820 1.017
H 0.297 4.622 1.485
H -0.073 4.086 0.071
```

Its strongest force on any atom is 0.0311 hartree/bohr. As for the frontier orbital gap: 9.33 eV. The calculation puts the LUMO energy at 0.024 Ha. Its energy above the lowest of the compared OMol25 structures with the same formula, charge and spin is 0.679 eV.

These are the natural (NBO) partial charges, in e, on atoms 1 to 5: C -0.2610; O -0.5395; C -0.0807; C -0.5190; S -0.0803

***

No. 6
The following is a quantum chemistry calculation of a 2-piece molecular cluster, C3H10O2S2 overall, from the OMol25 dataset.

Structure (XYZ):
```
17
Properties=species:S:1:pos:R:3
C -0.262 -1.659 1.619
C -0.769 -0.322 2.166
O -0.990 0.603 1.094
C 0.630 -1.560 0.326
S -0.254 -1.021 -1.175
S -0.141 0.971 -1.838
H -0.984 -2.440 1.427
H 0.569 -1.930 2.249
H -1.744 -0.470 2.679
H -0.047 0.084 2.862
H -0.277 1.275 1.189
H 1.020 -2.567 0.188
H 1.431 -0.819 0.451
H -1.032 1.315 -0.886
H 1.521 2.935 0.691
H 1.528 1.655 -0.161
O 1.715 2.000 0.690
```

The spin multiplicity is 2. Its strongest force on any atom is 0.0387 hartree/bohr. As for the frontier orbital gap (spin up / spin down): 9.62 / 6.61 eV. As for the expectation value of S²: 0.75. The calculation puts the LUMO energy (spin up / spin down) at -0.192 / -0.304 Ha. Its energy above the lowest of the compared OMol25 structures with the same formula, charge and spin is 0.704 eV. As for the charge: +1.

These are the natural (NBO) partial charges, in e, on atoms 1 to 5: C -0.4110; C -0.0841; O -0.7490; C -0.5787; S 0.6602

***

No. 7
The following is a quantum chemistry calculation of a 3-piece molecular cluster, C3H10O3 overall, from the OMol25 dataset.

Structure (XYZ):
```
16
Properties=species:S:1:pos:R:3
C 1.326 0.681 -1.972
C 0.334 0.252 -1.197
C -0.194 -1.168 -1.185
O -0.478 1.245 -0.663
H 2.065 0.059 -2.457
H 1.445 1.730 -2.221
H 0.671 -1.821 -1.208
H -0.871 -1.228 -2.033
H -0.741 -1.363 -0.269
H -1.177 0.786 -0.212
O -0.302 1.313 2.218
H 0.338 1.536 1.537
H -1.004 1.955 2.231
O -0.518 -1.515 2.173
H -0.349 -1.902 3.029
H -0.543 -0.561 2.231
```

Its strongest force on any atom is 0.0292 hartree/bohr. As for the frontier orbital gap: 9.38 eV. The calculation puts the LUMO energy at 0.023 Ha. Its energy above the lowest of the compared OMol25 structures with the same formula, charge and spin is 0.583 eV.

These are the natural (NBO) partial charges, in e, on atoms 1 to 5: C -0.5141; C 0.3133; C -0.6819; O -0.7003; H 0.2037

***

No. 8
The following is a quantum chemistry calculation of a 2-piece molecular cluster, C3H10O3 overall, from the OMol25 dataset.

Structure (XYZ):
```
16
Properties=species:S:1:pos:R:3
C 0.000 0.000 0.000
O -1.257 0.711 0.130
C -2.242 0.541 -0.828
O -1.881 1.017 -2.088
C -2.432 0.396 -3.207
H -0.231 -1.074 0.100
H 0.740 0.274 0.771
H 0.446 0.173 -0.994
H -2.612 -0.497 -0.931
H -3.107 1.184 -0.574
H -3.533 0.428 -3.273
H -2.106 -0.656 -3.254
H -2.012 0.934 -4.074
O -2.733 1.249 3.711
H -2.168 1.009 2.941
H -2.488 0.601 4.409
```

Its strongest force on any atom is 0.0261 hartree/bohr. As for the frontier orbital gap: 10.76 eV. The calculation puts the LUMO energy at 0.031 Ha. Its energy above the lowest of the compared OMol25 structures with the same formula, charge and spin is 1.346 eV.

These are the natural (NBO) partial charges, in e, on atoms 1 to 5: C -0.2609; O -0.5466; C 0.2439; O -0.5567; C -0.2514